# 1
# C15H22N2O3S

An isolated molecule of C15H22N2O3S (ωB97M-V/def2-TZVPD, the Open Molecules 2025 dataset).

XYZ file:
```
43
Properties=species:S:1:pos:R:3:mulliken_charge:R:1
C -5.850 -2.028 -0.009 -1.55
C -4.752 -1.008 0.020 0.66
C -3.422 -1.395 0.024 -0.82
C -2.404 -0.445 0.036 0.64
C -2.724 0.906 0.045 -0.68
C -4.052 1.307 0.042 0.66
C -5.055 0.347 0.029 -0.67
H -6.090 0.658 0.027 0.42
C -4.403 2.764 0.037 -1.60
H -3.536 3.372 0.280 0.34
H -4.763 3.058 -0.949 0.31
H -5.194 2.971 0.755 0.38
H -1.936 1.639 0.056 0.57
N -1.083 -0.919 0.038 -0.10
C 0.084 -0.220 0.047 0.01
O 0.147 0.992 0.059 -0.68
C 1.320 -1.120 0.034 0.61
C 2.174 -0.894 1.292 -1.03
C 2.860 0.470 1.262 -1.11
N 3.649 0.639 0.060 0.13
S 5.134 -0.130 0.044 1.13
O 5.449 -0.599 1.363 -0.66
O 5.234 -1.064 -1.045 -0.63
C 6.215 1.273 -0.328 -1.02
H 7.232 0.909 -0.403 0.41
H 6.117 1.981 0.483 0.32
H 5.892 1.704 -1.266 0.31
C 2.868 0.499 -1.150 -1.20
C 2.166 -0.857 -1.221 -1.10
H 2.932 -1.631 -1.299 0.46
H 1.538 -0.896 -2.113 0.42
H 3.548 0.607 -1.996 0.43
H 2.133 1.307 -1.163 0.59
H 3.537 0.566 2.110 0.48
H 2.117 1.271 1.285 0.46
H 1.555 -0.976 2.187 0.42
H 2.950 -1.663 1.331 0.44
H 1.000 -2.168 0.019 0.69
H -1.016 -1.928 0.030 0.21
H -3.170 -2.448 0.018 0.33
H -6.300 -2.064 -1.001 0.31
H -5.471 -3.019 0.230 0.35
H -6.632 -1.769 0.702 0.37
```

As for the SMILES: Cc1cc(C)cc(NC(=O)C2CCN(S(C)(=O)=O)CC2)c1.


# 2
# C15H56N14O13

A cluster of 13 separate species, C15H56N14O13 in total (ωB97M-V/def2-TZVPD, the Open Molecules 2025 dataset).

XYZ file:
```
98
Properties=species:S:1:pos:R:3:mulliken_charge:R:1
C 25.420 0.038 -21.448 -1.20
C 25.171 0.864 -20.120 0.56
O 23.784 1.217 -19.833 -0.80
H 24.856 -0.882 -21.501 0.25
H 26.442 -0.337 -21.364 0.44
H 25.320 0.697 -22.353 0.25
H 25.857 1.724 -20.154 0.25
H 25.537 0.411 -19.233 -0.51
H 23.545 1.617 -19.003 0.39
C 26.685 -5.872 -18.798 -1.69
C 25.844 -4.665 -18.366 1.21
O 26.189 -3.575 -19.292 -0.49
H 27.725 -5.570 -18.904 0.39
H 26.404 -6.142 -19.776 0.42
H 26.706 -6.728 -18.180 0.44
H 26.143 -4.370 -17.337 -0.19
H 24.739 -4.710 -18.366 -0.26
H 26.756 -3.880 -20.041 0.25
C 19.456 -1.690 -19.022 0.51
O 18.842 -0.498 -18.771 -0.72
N 20.642 -1.906 -18.424 0.04
N 19.248 -2.565 -19.924 -0.26
H 20.909 -1.246 -17.744 0.25
H 20.961 -2.862 -18.339 0.00
H 18.463 -2.469 -20.600 0.36
H 19.623 -3.519 -19.851 0.06
C 20.277 -5.133 -18.753 0.47
O 19.702 -5.103 -20.001 -0.76
N 19.625 -5.670 -17.788 -0.37
N 21.397 -4.466 -18.446 -0.51
H 18.739 -6.154 -17.966 0.30
H 19.988 -5.809 -16.782 0.22
H 22.072 -4.197 -19.255 0.62
H 21.868 -4.591 -17.540 0.18
C 23.312 3.632 -17.701 0.42
O 24.367 4.408 -17.908 -0.76
N 22.104 3.900 -17.870 -0.17
N 23.541 2.341 -17.431 0.60
H 21.807 4.884 -18.084 0.31
H 21.367 3.240 -18.151 0.15
H 24.541 1.963 -17.243 -0.03
H 22.737 1.714 -17.319 0.69
C 20.611 1.084 -16.466 0.21
O 19.588 1.973 -16.651 -0.76
N 21.459 0.636 -17.338 -0.56
N 21.076 0.687 -15.357 -0.17
H 21.245 0.885 -18.380 0.36
H 22.243 -0.086 -17.070 0.03
H 20.614 1.165 -14.634 0.26
H 21.774 -0.096 -15.119 0.10
C 23.035 -4.554 -21.294 0.11
O 24.142 -5.378 -21.698 -0.78
N 21.860 -4.776 -21.790 0.00
N 23.050 -3.707 -20.289 0.67
H 21.810 -5.266 -22.683 0.31
H 20.977 -4.307 -21.562 0.21
H 22.554 -2.803 -20.434 -0.55
H 23.883 -3.566 -19.807 -0.01
C 22.031 -1.423 -21.855 0.50
O 22.909 -1.214 -22.865 -0.75
N 22.223 -1.080 -20.608 0.14
N 20.967 -2.086 -21.923 -0.13
H 23.041 -0.410 -20.527 -0.56
H 21.539 -1.271 -19.867 0.09
H 20.831 -2.437 -22.900 0.26
H 20.224 -2.253 -21.168 0.34
C 24.298 1.111 -13.704 0.54
O 25.557 0.553 -13.514 -0.68
N 23.933 1.921 -14.598 -0.15
N 23.309 0.887 -12.886 -0.33
H 24.514 2.248 -15.434 0.08
H 22.960 2.176 -14.793 0.21
H 23.569 0.303 -12.031 0.30
H 22.315 1.139 -12.881 0.17
C 24.071 -1.779 -17.521 1.78
O 23.655 -0.744 -16.586 -0.29
H 24.682 -1.272 -18.258 -0.22
H 23.158 -2.225 -17.870 -0.71
H 24.612 -2.501 -16.912 0.07
H 24.346 -0.691 -15.920 -0.80
C 27.265 -1.601 -16.357 -0.59
O 26.271 -0.854 -15.742 -0.09
H 27.207 -1.121 -17.284 0.29
H 26.956 -2.570 -16.574 0.00
H 28.231 -1.719 -15.758 0.18
H 25.807 -1.331 -15.063 0.15
C 24.760 -3.475 -14.246 -0.72
O 24.476 -2.108 -14.073 -0.51
H 24.390 -4.188 -13.449 0.40
H 25.803 -3.470 -14.303 0.30
H 24.344 -3.929 -15.131 0.12
H 23.586 -2.105 -13.721 0.30
C 26.989 2.454 -17.374 -0.79
O 26.020 1.715 -16.643 -0.77
H 26.566 2.852 -18.375 0.19
H 27.689 1.669 -17.673 0.33
H 27.481 3.236 -16.892 0.32
H 26.332 1.072 -16.044 0.27
```


# 3
# CH2BrNSi

An isolated molecule of CH2BrNSi (ωB97M-V/def2-TZVPD, the Open Molecules 2025 dataset).

XYZ file:
```
6
Properties=species:S:1:pos:R:3:mulliken_charge:R:1
C -2.622 -0.963 -0.099 -0.08
N -1.464 -0.720 -0.350 -0.33
Si 0.522 -0.021 0.045 0.68
Br 2.369 1.777 0.050 -0.33
H -0.427 0.768 0.807 0.04
H 1.623 -0.842 -0.453 0.03
```


# 4
# C2H7N3

A cluster of 2 separate species, C2H7N3 in total (ωB97M-V/def2-TZVPD, the Open Molecules 2025 dataset).

XYZ file:
```
12
Properties=species:S:1:pos:R:3:mulliken_charge:R:1
C 1.504 4.889 0.117 -0.23
N 2.709 5.120 -0.180 -0.47
H 1.213 3.887 0.428 0.24
H 0.732 5.639 -0.049 0.22
H 2.772 5.878 -0.860 0.25
N -0.774 -3.971 0.799 -0.49
C -1.534 -3.157 0.027 0.11
N -2.012 -3.513 -1.129 -0.64
H -0.637 -4.909 0.461 0.25
H -0.796 -3.878 1.803 0.24
H -1.902 -2.183 0.355 0.32
H -1.274 -3.802 -1.771 0.21
```

As for the SMILES: [H]/N=C\N.C=N.


Calculated values (eV) of energy relative to the best compared isomer or geometry (same formula, charge and spin) for the records, taken in order: 0.803 5.125 3.456 2.580.
Calculated values (eV) of highest occupied orbital energy for the records, taken in order: -8.509 -8.874 -10.643 -8.366.